Density functional theory data (wB97M-V/def2-TZVPD) for an isolated molecule of C6H13N.

Element x y z (Å)
N -1.0644 -1.2639 2.7530
C -0.8657 -0.5267 1.4701
C -0.2578 -0.8796 0.3288
C 0.8201 1.1383 -0.8223
C -0.4914 0.2504 -0.7109
C 0.7238 2.4304 -1.6372
C 0.1018 -2.2710 -0.1387
H -1.3566 0.8284 -0.4641
H 1.7101 2.9060 -1.8696
H 0.4537 -2.9333 0.6275
H -1.2576 0.5500 1.6845
H 0.0328 2.3440 -2.4949
H 1.7696 0.5005 -1.1647
H -1.0800 -0.5805 3.4866
H 0.9466 -2.2414 -0.8917
H 1.2611 1.4435 0.2394
H -0.5147 -2.0183 2.9587
H -0.8211 -2.6977 -0.6515
H 0.3687 3.2138 -0.9354
H -0.4789 -0.1929 -1.7675

Forces on the atoms, in the same order (eV/Å):
-1.5 3.3 -2.9
0.0 0.1 3.3
-2.2 1.1 -0.2
2.9 -0.6 1.8
3.8 -1.1 -1.7
0.1 1.0 0.9
0.0 0.5 -1.6
-0.5 0.3 -0.2
-0.6 -1.0 -0.5
-0.1 -0.3 0.6
0.7 -2.0 -1.0
0.6 0.2 0.2
-2.3 0.9 0.2
0.0 -0.1 0.4
-1.0 0.1 0.6
-1.4 -0.6 -1.8
1.8 -2.1 0.3
1.2 0.3 0.6
-0.6 -0.4 -0.5
-0.9 0.5 1.3

Properties
**LUMO level**: 1.03 eV
**SMILES**: CCC/C(C)=C/N
**ΔE to the lowest compared entry with this formula, charge and spin**: 163.7 kJ/mol
**E**: -291.09641 hartree

Formally, the Mulliken partial charges of the atoms, in units of the elementary charge, are as follows: N -0.52; C -0.24; C 0.56; C -0.24; C -0.80; C -1.11; C -1.28; H 0.41; H 0.33; H 0.42; H 0.14; H 0.30; H 0.23; H 0.23; H 0.28; H 0.25; H 0.21; H 0.24; H 0.28; H 0.31

=====

Density functional theory data (wB97M-V/def2-TZVPD) for an isolated molecule of C6H13N.

Element x y z (Å)
N -1.2657 -3.3481 0.7902
C 0.5370 2.1339 -0.3821
C 0.7768 -0.0856 0.6056
C 0.0006 1.8229 -1.7695
C 0.0692 1.2894 0.7713
C -0.2497 -1.2311 0.6475
C -0.1709 -2.5347 0.3346
H -0.9665 2.3221 -1.9373
H 0.4766 1.7651 1.6501
H 0.6399 2.2216 -2.5918
H 0.7393 -3.0687 0.1181
H 0.6109 3.2382 -0.3224
H -2.2368 -3.1363 0.6742
H -1.0596 1.2908 0.6883
H -1.0280 -4.3215 0.7315
H 1.4002 -0.1827 1.4794
H -1.2154 -0.8532 0.9755
H 1.6459 2.1043 -0.3246
H 1.4625 -0.1835 -0.2531
H -0.1662 0.7572 -1.8855

Forces on the atoms, in the same order (eV/Å):
1.7 -0.9 -0.5
2.5 2.1 -0.9
-1.2 -1.2 0.2
-0.1 0.4 -0.4
-0.3 0.4 -1.7
0.7 0.6 -0.9
-1.7 1.1 2.3
0.1 -0.2 0.3
-0.6 0.1 0.6
-0.2 -0.5 0.7
0.1 0.0 -0.4
-1.5 -0.1 0.8
0.0 0.4 -0.3
1.2 -0.4 0.8
-0.5 -0.2 -0.1
0.4 -0.2 0.4
-0.1 -0.4 0.2
-0.1 -1.0 -0.6
-0.5 0.4 0.1
0.1 -0.2 -0.3

Properties
**LUMO level**: 1.21 eV
**SMILES**: CCCC/C=C/N
**ΔE to the lowest compared entry with this formula, charge and spin**: 155.4 kJ/mol
**E**: -291.09955 hartree

Formally, the Mulliken partial charges of the atoms, in units of the elementary charge, are as follows: N -0.43; C -0.71; C -0.61; C -1.09; C -0.46; C -0.42; C -0.19; H 0.30; H 0.28; H 0.31; H 0.34; H 0.39; H 0.19; H 0.30; H 0.19; H 0.36; H 0.19; H 0.35; H 0.39; H 0.31

=====

Density functional theory data (wB97M-V/def2-TZVPD) for an isolated molecule of C6H13N.

Element x y z (Å)
N -0.3758 0.1902 -0.8806
C 0.3046 -0.2718 1.4726
C 0.5828 -0.4621 -0.0396
C 0.2218 1.2127 -1.8069
C -0.2514 -1.5160 2.0418
C 0.4993 -2.4259 2.6319
C -0.9974 2.0769 -2.4048
H -1.2782 -1.5859 1.9642
H 1.5870 -0.1302 -0.2480
H 1.5760 -2.2992 2.8103
H 0.2702 -3.4701 2.9917
H -1.1545 0.5522 -0.2543
H -0.2712 0.5784 1.7172
H 0.6753 0.6483 -2.5087
H -0.8723 2.1332 -3.3933
H -2.0121 1.5390 -2.2807
H 0.4479 -1.5495 -0.4600
H 1.3236 -0.2210 1.8843
H -1.1396 3.1056 -2.0195
H 0.8641 1.8952 -1.2177

Forces on the atoms, in the same order (eV/Å):
-1.7 2.1 0.2
2.6 -2.0 -0.5
-1.1 -2.1 -1.0
-4.6 2.4 3.8
1.2 0.0 0.8
1.0 -2.0 0.9
-0.9 -1.5 3.7
-2.2 -0.8 -0.3
0.4 0.1 -0.2
-0.3 0.5 -0.4
-0.7 1.4 -0.5
1.4 -0.1 -1.5
-0.5 1.1 0.0
1.9 -1.3 -2.5
0.5 0.5 -4.0
1.7 0.6 0.1
1.0 1.3 1.8
-0.4 0.6 0.3
0.5 -0.7 0.1
0.2 -0.3 -0.6

Properties
**LUMO level**: 1.20 eV
**SMILES**: C=CCCNCC
**ΔE to the lowest compared entry with this formula, charge and spin**: 239.6 kJ/mol
**E**: -291.06748 hartree

Formally, the Mulliken partial charges of the atoms, in units of the elementary charge, are as follows: N -0.39; C -0.92; C -0.51; C -0.39; C -0.05; C -0.76; C -1.08; H 0.37; H 0.35; H 0.20; H 0.24; H 0.25; H 0.51; H 0.37; H 0.36; H 0.29; H 0.29; H 0.29; H 0.29; H 0.30

=====

Density functional theory data (wB97M-V/def2-TZVPD) for an isolated molecule of C6H13N.

Element x y z (Å)
N -1.0635 0.2162 -0.0491
C -1.6895 -1.0711 0.2571
C -1.5748 1.3938 0.8115
C 0.3289 0.1304 -0.5150
C -1.8900 1.2791 -0.6467
C 1.2562 -0.5179 0.5073
C 2.7212 -0.3264 0.1218
H -1.3646 1.8072 -1.4490
H -1.3040 -1.4374 1.2116
H -2.7627 -0.9146 0.3588
H 0.6520 1.1580 -0.7109
H -2.8823 0.9448 -0.9580
H 1.0349 -1.5896 0.5870
H 2.9324 -0.7498 -0.8673
H 2.9819 0.7377 0.0932
H 0.3550 -0.4213 -1.4662
H -1.4840 -1.7978 -0.5383
H 1.0614 -0.0757 1.4920
H 3.3850 -0.8140 0.8420
H -0.6935 2.0482 0.9181

Forces on the atoms, in the same order (eV/Å):
0.0 -0.1 0.0
-0.1 -0.1 0.0
0.3 0.2 -0.1
0.1 0.1 0.0
-0.1 -0.1 -0.2
-0.1 0.0 0.1
0.0 0.0 0.0
-0.1 0.0 0.2
0.0 0.0 -0.2
0.2 0.0 0.0
0.0 -0.1 0.0
0.1 0.0 0.1
0.0 0.2 0.0
0.0 0.1 0.1
0.0 -0.1 0.0
0.0 0.1 0.1
0.0 0.1 0.1
0.0 0.0 -0.1
-0.1 0.1 -0.1
-0.1 -0.1 0.0

Properties
**LUMO level**: 0.88 eV
**ΔE to the lowest compared entry with this formula, charge and spin**: 318.1 kJ/mol
**E**: -291.03759 hartree

Formally, the Mulliken partial charges of the atoms, in units of the elementary charge, are as follows: N 0.53; C -1.04; C -0.49; C -0.91; C -0.60; C -0.22; C -1.31; H 0.25; H 0.34; H 0.34; H 0.45; H 0.21; H 0.34; H 0.32; H 0.34; H 0.29; H 0.33; H 0.33; H 0.36; H 0.14

=====

Density functional theory data (wB97M-V/def2-TZVPD) for an isolated molecule of C6H13N.

Element x y z (Å)
N 0.5492 -0.3849 0.6754
C -0.6179 -0.4201 1.5356
C 0.4366 -0.7003 -0.7324
C 0.0955 0.5731 -1.4828
C 0.4339 -1.4742 1.6112
C 0.0459 0.3813 -2.9900
C -0.6957 0.6906 2.5565
H -0.8688 0.9390 -1.1062
H -1.0674 1.6142 2.0978
H 1.0185 0.0494 -3.3722
H -1.5786 -0.7145 1.0986
H 0.2142 -2.4613 1.1998
H -1.3539 0.4323 3.3933
H -0.6974 -0.3769 -3.2623
H 0.8453 1.3230 -1.2057
H -0.3009 -1.4989 -0.9537
H 1.4166 -1.0804 -1.0528
H -0.2174 1.3148 -3.4961
H 0.3058 0.8917 2.9484
H 1.1680 -1.4613 2.4135

Forces on the atoms, in the same order (eV/Å):
0.1 0.0 0.0
-0.1 0.1 0.0
0.0 0.0 -0.1
0.0 0.1 0.0
0.1 -0.2 0.2
0.0 0.0 -0.1
0.0 0.0 0.0
0.1 0.0 -0.1
0.0 -0.1 0.1
-0.1 0.1 0.0
0.3 0.0 -0.1
-0.1 0.2 0.1
0.1 0.0 -0.1
0.1 0.1 0.0
-0.1 0.0 -0.1
0.0 0.2 0.2
-0.2 0.1 0.0
0.0 -0.1 0.0
-0.1 0.0 0.0
-0.2 -0.1 0.0

Properties
**LUMO level**: 1.25 eV
**SMILES**: CCCN1C[C@H]1C
**ΔE to the lowest compared entry with this formula, charge and spin**: 87.1 kJ/mol
**E**: -291.12557 hartree

Formally, the Mulliken partial charges of the atoms, in units of the elementary charge, are as follows: N -0.25; C 0.31; C -0.70; C -0.23; C -0.58; C -1.25; C -1.36; H 0.26; H 0.27; H 0.32; H 0.37; H 0.29; H 0.35; H 0.33; H 0.31; H 0.34; H 0.34; H 0.35; H 0.32; H 0.24

=====

So what do the calculations give for HOMO-LUMO gap? Going down the list: 9.04 8.96 9.58 8.03 10.24 eV.